(1)
Formula: C32H39BCaN4O5Se2
Source: the Open Molecules 2025 dataset
Level of theory: ωB97M-V/def2-TZVPD

Geometry as XYZ:
```
84
Properties=species:S:1:pos:R:3:forces:R:3:mulliken_charge:R:1
Ca 2.30164 -0.64349 -1.01745 -0.7 0.4 -0.5 1.98
N 0.65099 -2.39900 0.70023 0.5 -1.7 -0.7 -0.13
C -0.33562 -2.68678 1.74979 -1.7 -0.8 -0.1 -1.15
C -1.81188 -2.31819 1.33060 2.2 -2.6 -2.9 -0.04
N -1.95983 -2.07598 -0.11776 -1.0 -0.5 -0.4 -0.65
H 0.28646 -2.96351 -0.07194 -0.3 0.8 -0.6 0.17
H 1.40158 -3.08925 0.84322 0.4 0.8 0.8 0.21
H -0.13919 -2.13037 2.63917 0.5 0.6 0.7 0.42
H -0.28592 -3.76843 2.05929 -0.3 0.9 -0.3 0.31
H -2.11237 -1.15480 1.65955 0.2 0.1 0.6 -0.12
H -2.52428 -3.00130 1.72794 -0.6 -0.4 0.5 0.59
H -2.92355 -1.71448 -0.35587 1.4 -0.5 0.4 0.31
H -1.82376 -2.94651 -0.66164 -0.3 0.6 0.3 0.30
O -0.22645 -0.54767 -1.46556 0.1 -0.9 1.1 0.16
C -0.61069 0.62422 -2.22082 0.9 -1.1 1.1 2.91
C 0.49509 1.74516 -2.03387 -0.6 2.3 0.2 0.37
O 0.06696 2.90620 -2.18321 0.3 -1.1 -0.1 -0.70
O 1.69277 1.47584 -1.72643 0.2 -1.7 0.2 -0.88
C -0.59625 0.26847 -3.71598 1.0 1.2 0.5 -0.71
C -0.72763 1.39950 -4.54067 -0.5 -0.8 -0.6 -0.35
C -0.54791 1.25275 -5.92168 0.0 1.7 1.4 -0.85
C -0.24946 0.02664 -6.46157 -0.3 0.0 -1.3 -0.28
C -0.20140 -1.09050 -5.64342 0.7 -0.8 0.1 -0.76
C -0.17346 -0.95961 -4.23764 -1.9 0.9 -1.2 -0.37
C -1.88004 1.22544 -1.67025 -2.8 0.5 -1.3 -0.15
C -3.01059 1.29968 -2.53966 0.0 0.3 0.6 -0.74
C -4.10722 2.12487 -2.19713 -0.7 -1.5 -1.5 -0.73
C -4.17591 2.80433 -1.03391 0.2 1.3 2.1 -0.47
C -3.13655 2.63163 -0.07149 -1.2 -0.5 -1.2 -0.55
C -2.05161 1.85039 -0.39982 0.8 -0.2 -0.9 -0.14
H -0.94093 -1.07864 -0.85249 1.0 1.5 -1.4 -0.14
H -1.00399 2.34085 -4.04376 0.3 -0.4 -0.6 0.46
H -0.61079 2.18060 -6.49742 0.0 -0.5 -0.2 0.38
H -0.10696 0.01397 -7.56703 -0.2 -0.5 1.0 0.32
H -0.17278 -2.08855 -6.11602 0.4 0.6 0.4 0.36
H -0.10828 -1.82537 -3.62029 0.2 -0.4 0.4 0.32
H -3.09657 0.80821 -3.53057 0.5 0.3 0.9 0.35
H -5.01899 2.12556 -2.83370 1.0 0.2 0.1 0.32
H -5.01337 3.52484 -0.86919 0.7 -0.9 0.1 0.34
H -3.23633 3.01132 0.93257 0.1 0.3 0.0 0.31
H -1.24598 1.85650 0.30733 0.4 -0.3 0.2 0.44
Se 5.70529 -1.02391 -1.13231 0.8 0.7 0.4 -0.18
Se 4.33264 -3.25370 -1.91320 -0.6 -1.3 0.6 -0.20
C 3.85042 -2.30768 -3.44161 -1.1 1.0 1.2 -0.01
C 3.88653 -2.78704 -4.75798 -0.8 1.0 1.2 -0.79
C 3.56360 -1.86595 -5.70801 1.0 1.3 0.5 -0.30
C 3.83111 -0.51069 -5.37432 -0.5 -0.2 -1.4 -0.46
C 3.80217 -0.13841 -4.04461 -0.9 -2.4 -1.6 -0.95
N 3.48336 -1.01668 -3.07447 1.5 -1.2 -2.1 0.39
C 5.12452 -0.42859 0.56741 -0.3 -1.0 -0.6 0.25
C 6.07210 -0.40345 1.58794 0.5 0.6 0.1 -0.75
C 5.68960 0.01347 2.84516 -0.5 0.2 0.2 -0.23
C 4.33730 0.32735 3.07686 0.3 -0.2 0.2 -0.68
C 3.44645 0.12748 2.03515 0.1 -0.5 0.1 -0.51
N 3.81149 -0.24706 0.78246 0.3 0.5 1.4 -0.42
H 4.03061 -3.79666 -5.03464 0.1 -1.0 0.2 0.45
H 3.24397 -2.25381 -6.63543 0.1 0.2 -1.4 0.53
H 4.03361 0.22038 -6.19253 -0.4 -0.5 1.0 0.35
H 4.09906 0.81130 -3.83113 0.0 2.7 1.1 0.55
H 7.06932 -0.66381 1.23268 -0.1 0.1 0.8 0.38
H 6.32228 0.09403 3.72508 0.4 -0.1 -0.5 0.36
H 4.07835 0.63262 4.11093 -0.3 -0.2 -1.0 0.35
H 2.38280 0.12312 2.21487 -0.3 0.4 0.0 0.55
C -1.46061 -0.23747 6.24307 0.6 -0.6 0.0 -1.68
C -2.29891 0.11139 5.02251 -0.8 -1.4 -0.7 1.37
C -3.79557 -0.03708 5.42929 -0.2 0.3 -0.1 -1.83
O -2.01064 -0.97046 4.06872 0.3 -0.8 -1.5 -0.30
B -2.09007 -0.50564 2.74691 -1.0 3.1 3.8 0.15
O -2.36285 0.82631 2.77611 0.8 1.0 0.6 -0.25
C -2.07793 1.34001 4.13664 -0.3 3.6 -0.2 1.34
C -0.66213 2.03168 4.18011 -0.3 -0.8 0.7 -1.78
C -3.03775 2.62360 4.31536 -0.1 -1.5 0.0 -1.61
H -1.81943 -1.25605 6.56694 0.7 0.9 -0.4 0.42
H -1.77775 0.41554 7.02647 0.1 0.6 0.8 0.43
H -0.32390 -0.21492 6.15821 -1.6 0.0 -0.2 0.23
H -3.91874 -0.77757 6.21235 0.1 -0.8 -0.4 0.49
H -4.51092 -0.22798 4.57484 1.0 0.3 0.9 0.23
H -4.09372 0.83318 6.01342 -0.1 0.5 -0.5 0.42
H 0.08659 1.23256 4.18149 0.3 0.4 -0.5 0.28
H -0.46912 2.60706 5.12996 -0.6 -0.7 -0.7 0.37
H -0.58740 2.77165 3.36076 0.2 -0.8 0.2 0.45
H -4.11124 2.28931 4.21147 1.1 0.8 -0.2 0.35
H -2.69826 3.38116 3.56521 -0.7 -0.8 0.4 0.47
H -2.90514 3.09690 5.31041 0.0 -0.5 -0.4 0.37
```
Forces are in eV/Å.

Summary:
frontier orbital gap (alpha / beta)	6.02 / 6.11	eV
ΔE to the lowest compared entry with this formula, charge and spin	75.5	kcal per mole


(2)
Formula: C32H39ClN5O2PdS4
Source: the Open Molecules 2025 dataset
Level of theory: ωB97M-V/def2-TZVPD

Geometry as XYZ:
```
84
Properties=species:S:1:pos:R:3:forces:R:3:mulliken_charge:R:1
Pd -0.60331 -1.85266 -0.79135 -0.2 0.4 0.0 0.42
C 1.45257 -6.03088 -0.61348 -0.1 -0.1 -0.1 -1.94
C 0.46214 -4.89581 -0.75099 0.3 -0.3 -0.4 1.03
S 1.09526 -3.41358 -0.65624 -0.2 0.4 0.1 -0.44
C -0.96645 -5.19847 -0.93636 -0.1 -0.3 0.0 0.85
C -1.38366 -6.64939 -1.01022 0.3 -0.1 0.0 -1.41
S -2.13781 -4.08443 -1.08561 -0.5 -0.2 0.0 -0.28
H 2.45556 -5.64991 -0.44491 0.0 0.0 0.0 0.47
H 1.46204 -6.65499 -1.51078 0.0 0.0 0.1 0.42
H 1.18627 -6.66897 0.23228 0.0 0.0 0.0 0.41
H -0.55250 -7.34650 -0.92347 -0.1 0.0 0.0 0.41
H -1.89540 -6.83240 -1.95367 0.0 0.0 0.0 0.32
H -2.09582 -6.85752 -0.21340 0.0 0.0 0.0 0.33
N -3.51665 0.54822 -2.61003 -0.5 0.2 0.1 0.05
C -4.46045 1.17328 -1.73819 0.4 -0.2 -0.6 -0.24
C -5.44135 1.97907 -2.27131 -0.2 0.2 -0.2 -0.66
C -6.37011 2.59619 -1.43725 0.0 0.0 -0.2 -0.59
C -6.30180 2.40253 -0.07360 0.1 -0.1 0.2 -0.77
C -5.30155 1.59016 0.45685 -0.2 0.1 0.2 -0.63
C -4.38864 0.97763 -0.37557 0.3 -0.2 0.3 1.02
S -3.15247 -0.07288 0.34851 0.0 0.1 0.0 -0.29
N -2.18959 -0.44458 -1.00346 0.8 -1.0 1.9 0.12
C -2.46917 -0.20042 -2.19957 -0.2 0.5 -1.9 0.64
C -1.55185 -0.75462 -3.25368 -0.5 0.4 0.3 0.89
C -1.67282 -0.44885 -4.58673 -0.1 0.1 -0.5 -0.94
C -0.76752 -0.97281 -5.50163 -0.2 0.2 -0.1 -0.64
C 0.23644 -1.78953 -5.04268 0.2 -0.2 0.1 -1.04
C 0.29293 -2.06363 -3.68700 0.0 -0.1 0.1 -0.29
N -0.58408 -1.56586 -2.81760 0.4 -0.3 0.3 0.37
H -3.65260 0.69238 -3.59055 -0.1 0.0 -0.1 0.01
H -5.48663 2.12739 -3.34613 0.0 0.0 0.1 0.40
H -7.14092 3.22632 -1.86203 0.0 0.0 0.0 0.40
H -7.01869 2.87757 0.58309 0.0 0.0 0.0 0.39
H -5.23550 1.42882 1.52824 0.0 0.0 -0.1 0.43
H -2.45992 0.19916 -4.94235 0.0 0.0 0.0 0.46
H -0.85064 -0.73444 -6.55438 0.0 0.0 0.1 0.44
H 0.97146 -2.21811 -5.71028 0.0 0.0 0.1 0.46
H 1.06439 -2.70101 -3.28262 0.0 0.0 0.0 0.54
C 4.10298 -0.52746 2.47074 0.0 0.0 0.0 -0.84
C 4.65957 0.86228 2.79083 0.0 -0.1 -0.1 -0.58
C 4.32778 1.95388 1.76777 0.0 0.0 0.0 -0.60
C 2.92893 2.55718 1.88923 -0.1 -0.3 -0.1 -0.25
N 1.88720 1.68329 1.30885 0.0 0.2 0.2 0.04
C 1.52755 1.66623 -0.00042 0.0 -0.3 0.0 0.03
S 1.44669 0.18290 -0.82480 0.2 0.6 0.0 -0.29
N 1.20699 2.81141 -0.61879 0.2 0.1 0.0 0.15
C 0.86077 4.10878 -0.03435 0.1 -0.2 -0.1 -1.21
C 1.81255 5.22020 -0.45301 0.0 0.0 0.0 -0.25
C 1.76041 5.53301 -1.94389 0.1 0.0 0.0 -0.30
C 2.67516 6.69322 -2.32315 0.0 0.0 0.0 -1.36
H 4.51056 -1.26908 3.15965 0.0 0.0 0.0 0.42
H 4.36722 -0.83107 1.45471 0.0 0.0 0.0 0.28
H 3.01524 -0.59203 2.56172 0.0 0.0 0.0 0.08
H 5.74672 0.78798 2.85803 0.0 0.0 0.0 0.34
H 4.31410 1.17873 3.78081 0.0 0.0 0.0 0.27
H 4.44634 1.55914 0.75273 0.1 0.0 0.0 0.22
H 5.04769 2.76968 1.87740 0.0 0.0 0.0 0.36
H 2.91116 3.51577 1.39112 -0.1 0.2 -0.1 -0.03
H 2.67948 2.72443 2.93842 0.0 0.0 0.0 0.37
H 1.93596 0.74033 1.66076 0.1 0.0 0.0 -0.09
H 1.05847 2.69952 -1.60738 -0.1 0.0 0.0 0.28
H 0.82163 4.00432 1.04335 0.0 -0.1 0.1 0.41
H -0.15260 4.35533 -0.36129 0.0 0.0 0.0 0.54
H 2.83675 4.94717 -0.17640 0.0 0.1 0.0 0.25
H 1.55461 6.12109 0.11277 0.0 0.0 0.0 0.33
H 0.72810 5.77188 -2.22232 0.0 0.0 0.0 0.29
H 2.05318 4.64781 -2.51873 0.0 0.0 0.0 0.26
H 2.40092 7.59889 -1.77723 0.0 0.0 0.0 0.33
H 2.61581 6.91499 -3.38934 0.0 0.0 0.0 0.40
H 3.71695 6.46268 -2.08735 0.0 0.0 0.0 0.33
Cl -1.14559 -2.14411 7.81762 0.0 0.0 -0.1 -0.20
C -0.83105 -2.24023 6.11477 0.0 0.0 0.1 0.41
C 0.22690 -3.01320 5.66048 0.1 0.0 0.0 -0.76
C 0.48091 -3.07763 4.30047 0.0 0.0 0.0 -0.32
C -0.31896 -2.37854 3.40432 0.1 0.0 0.0 0.04
C -1.38076 -1.61481 3.87602 -0.1 0.0 0.0 -0.14
C -1.64084 -1.54113 5.23444 -0.1 0.1 -0.1 -0.85
C -0.02208 -2.43783 1.94054 -0.3 0.2 0.2 0.72
O 0.96920 -3.06543 1.53192 0.0 0.1 0.4 -0.65
O -0.85518 -1.80668 1.19454 0.4 -0.4 -0.2 -0.32
H 0.84177 -3.55254 6.36871 0.0 0.0 0.0 0.43
H 1.30235 -3.66874 3.91970 0.0 0.0 0.0 0.49
H -2.00066 -1.08022 3.16946 0.0 0.0 0.0 0.45
H -2.46203 -0.94785 5.61479 0.0 0.0 0.0 0.43
```
Forces are in eV/Å.

Summary:
charge	+1
frontier orbital gap (alpha / beta)	5.83 / 5.83	eV
ΔE to the lowest compared entry with this formula, charge and spin	30.9	kcal per mole


(3)
Formula: C32H39F5MnN3O3SeSi
Source: the Open Molecules 2025 dataset
Level of theory: ωB97M-V/def2-TZVPD

Geometry as XYZ:
```
85
Properties=species:S:1:pos:R:3:forces:R:3:mulliken_charge:R:1
Mn -0.35732 0.10862 -1.84898 -0.2 0.1 -0.9 1.34
C 1.80511 2.21875 -3.60682 0.1 -0.1 0.1 -0.86
Si 2.73680 0.65861 -3.07121 -0.1 0.1 -0.1 -0.17
C 3.85398 0.12737 -4.51110 -0.1 0.0 0.1 -1.16
C 3.90523 1.11808 -1.64315 0.0 0.0 -0.1 -1.00
N 1.53016 -0.50141 -2.67076 -0.1 0.0 0.2 -0.29
C 1.77097 -1.84619 -2.50798 0.0 0.0 -0.1 0.10
C 3.05786 -2.40447 -2.32940 -0.1 0.1 0.0 0.13
C 3.24463 -3.76364 -2.14100 0.0 0.0 0.0 -0.85
C 2.16785 -4.64087 -2.12030 0.0 -0.1 0.0 -0.55
C 0.88939 -4.12064 -2.29668 0.0 0.0 0.0 -0.62
C 0.69331 -2.76567 -2.48718 0.1 0.1 0.0 -0.15
H 2.11293 2.54879 -4.60235 0.0 0.0 0.0 0.48
H 1.96579 3.04653 -2.91021 0.0 0.0 0.0 0.22
H 0.73401 2.01426 -3.64224 0.0 0.1 -0.1 -0.02
H 4.36101 1.00338 -4.92744 0.0 0.0 0.0 0.36
H 3.27370 -0.34349 -5.30856 0.0 0.0 0.0 0.31
H 4.62201 -0.58050 -4.19156 0.0 0.0 0.0 0.33
H 4.27721 2.14017 -1.76573 0.0 0.0 0.0 0.39
H 4.77410 0.45565 -1.58720 0.0 0.0 0.0 0.34
H 3.38162 1.06489 -0.68595 0.0 0.0 0.0 0.22
H 3.91167 -1.73665 -2.30839 0.0 -0.1 0.0 0.22
H 4.25060 -4.14567 -2.00050 0.0 0.0 0.0 0.37
H 2.31738 -5.70367 -1.97307 0.0 0.0 0.0 0.35
H 0.02928 -4.78224 -2.28936 0.0 0.0 0.0 0.41
H -0.30990 -2.38601 -2.65218 0.0 0.0 0.0 0.49
C -4.12554 -0.59520 -3.07957 0.1 -0.1 0.1 -1.33
C -2.68035 -0.57666 -2.63283 0.1 -0.2 -0.1 1.07
O -1.79579 -0.29397 -3.48160 -0.1 0.1 0.1 -0.70
O -2.38311 -0.84287 -1.43002 0.0 0.2 0.1 -0.76
H -4.34859 0.34854 -3.57501 0.0 0.0 0.0 0.28
H -4.78841 -0.75105 -2.23181 0.0 0.0 0.0 0.32
H -4.25555 -1.39761 -3.80679 0.0 0.0 0.0 0.32
C 1.59653 -3.67225 2.90698 -0.1 -0.1 0.0 -0.97
C 0.42770 -4.40299 2.23973 0.0 0.1 0.0 -0.84
C -0.16404 -3.65094 1.04197 0.0 0.0 0.3 0.81
C -1.19425 -2.57327 1.37637 0.2 -0.3 -0.2 -1.28
N -0.73150 -1.53532 2.29712 -0.1 0.2 -0.2 1.09
C -0.03423 -0.43847 1.91008 0.2 -0.2 0.2 -0.70
Se 0.89988 -0.27666 0.32704 0.3 0.0 0.7 -0.29
N 0.05357 0.39768 2.98381 -0.2 -0.1 -0.2 0.60
C 0.43465 1.80121 2.90021 0.0 0.2 0.1 -1.02
C -0.70361 2.76491 3.28702 -0.1 -0.2 0.0 -0.65
C -2.10291 2.37497 2.80530 0.1 0.1 -0.1 -0.50
C -2.25778 2.37070 1.28921 0.0 0.0 0.1 -0.54
C -0.53442 -0.20761 4.07924 -0.1 -0.1 0.0 0.31
C -0.64275 0.18802 5.40223 0.0 0.0 0.0 -0.61
C -1.29861 -0.67251 6.27239 0.1 0.1 0.0 -0.71
C -1.82481 -1.88476 5.83151 0.0 -0.1 -0.1 -0.79
C -1.70637 -2.28648 4.50751 0.0 0.0 0.0 -0.77
C -1.04890 -1.43112 3.63891 0.0 0.1 0.1 0.92
H 2.09882 -4.32045 3.62817 0.0 0.0 0.0 0.43
H 1.27059 -2.77696 3.43801 0.0 0.0 0.0 0.08
H 2.32482 -3.36735 2.15273 0.0 0.0 0.0 0.28
H -0.35353 -4.61092 2.98086 0.0 -0.1 0.0 0.22
H 0.78995 -5.37000 1.88324 0.0 0.0 0.0 0.46
H -0.66994 -4.35544 0.37764 0.0 0.0 0.0 0.46
H 0.64334 -3.19974 0.46358 0.0 0.0 -0.1 -0.43
H -2.07764 -3.02279 1.83289 0.0 0.1 0.0 0.57
H -1.49894 -2.08119 0.45049 -0.1 0.1 0.1 -0.22
H 0.75903 1.97129 1.87493 0.0 -0.1 0.0 0.38
H 1.29050 1.97778 3.55568 0.1 0.0 -0.1 0.27
H -0.44070 3.74137 2.87301 0.0 0.0 0.0 0.55
H -0.73218 2.87477 4.37463 0.0 0.0 0.0 0.31
H -2.81124 3.08937 3.23411 0.0 0.0 0.1 0.43
H -2.37123 1.39628 3.21339 0.0 0.0 0.0 0.19
H -2.05898 3.36310 0.88057 0.0 0.0 0.0 0.21
H -3.27089 2.08383 1.00294 0.0 0.0 0.0 0.34
H -1.57412 1.67734 0.80239 0.0 0.0 -0.1 -0.22
H -0.22656 1.12611 5.74382 0.0 0.0 0.0 0.37
H -1.40072 -0.39313 7.31307 0.0 0.0 0.0 0.39
H -2.33275 -2.53098 6.53566 0.0 0.0 0.0 0.39
H -2.10295 -3.23628 4.17491 0.0 0.0 0.0 0.37
F -1.64334 7.34826 -2.73422 0.0 0.1 0.0 -0.34
C -1.45426 6.04905 -2.43547 0.0 0.0 0.0 0.60
C -2.13274 5.06048 -3.12749 0.1 0.1 0.1 0.10
F -2.98009 5.41424 -4.10491 -0.1 0.0 -0.1 -0.33
C -1.94097 3.73057 -2.81972 0.2 -0.2 0.1 0.23
F -2.63308 2.80479 -3.49800 -0.1 0.0 -0.1 -0.28
C -1.03258 3.29342 -1.82706 0.0 0.3 -0.1 -0.33
O -0.82043 2.06238 -1.55358 0.0 -0.2 0.1 0.14
C -0.38392 4.34218 -1.13688 0.0 -0.2 -0.1 0.18
F 0.47036 4.02220 -0.14414 0.1 0.0 0.0 -0.39
C -0.57795 5.67481 -1.43480 -0.1 0.0 0.0 0.25
F 0.08413 6.62130 -0.75012 0.0 0.1 0.1 -0.34
```
Forces are in eV/Å.

Summary:
charge	-1
multiplicity	6
<S²>	8.756
frontier orbital gap (alpha / beta)	6.43 / 6.59	eV
ΔE to the lowest compared entry with this formula, charge and spin	9.7	kcal per mole


It is found that the energy values, taken in the order of the records, are -199821.118; -104701.274; -162568.233 eV.